*one*
Below is a 5-piece molecular cluster, CH10O6 overall, with properties calculated with ωB97M-V/def2-TZVPD.

Each line ends with the Löwdin charge.
Geometry (Å):
O1 1.23611 -1.66183 0.41015  0.054
O2 2.41025 -2.27381 -1.22380  0.028
O3 0.21992 1.09806 -2.71955  -0.028
O4 -1.18905 -0.46639 -1.06412  -0.049
O5 -0.72607 0.85586 3.36495  -0.019
O6 0.03855 1.58088 1.00329  0.008
C1 1.37206 -1.68430 -0.93169  -0.339
H1 -0.00174 0.39729 -2.18349  -0.090
H2 0.71301 -1.21094 -1.70922  0.121
H3 -2.14473 -0.75467 -1.18079  0.121
H4 -0.02771 0.23502 3.26648  0.040
H5 0.80402 1.97026 1.15292  -0.032
H6 -0.17291 1.04689 -3.60048  0.054
H7 -0.51196 1.42008 1.78016  -0.004
H8 -1.08736 0.29018 -0.57189  -0.022
H9 0.51734 -1.06939 0.69947  0.076
H10 -1.44972 0.22682 3.50762  0.079

## Properties
Spin multiplicity ... 1
Total charge ... 0
HOMO energy ... -0.3665 Eh
SMILES string ... O=CO.O.O.O.O
HOMO-LUMO gap ... 9.86 eV



*two*
Below is a 5-piece molecular cluster, CH10O6 overall, with properties calculated with ωB97M-V/def2-TZVPD.

Each line ends with the Löwdin charge.
Geometry (Å):
O1 -1.16407 -2.07661 0.82827  -0.070
O2 -0.31745 -1.80436 -2.47071  -0.049
O3 -1.92372 2.08072 1.12771  0.103
O4 -0.45916 1.47643 -0.48812  0.057
O5 1.97799 1.15548 -1.23114  -0.104
O6 2.21336 -1.96024 2.31152  -0.076
C1 -0.89851 2.25073 0.32136  -0.373
H1 2.29419 0.44262 -1.86450  0.057
H2 2.36587 -1.11511 1.82698  0.046
H3 1.14776 0.77324 -0.88005  -0.017
H4 -1.02675 -2.96517 0.48767  0.028
H5 -0.15254 -2.21671 -3.32335  0.040
H6 1.72743 -2.45032 1.63502  0.018
H7 -0.35223 3.22066 0.47698  0.156
H8 -2.54906 2.82709 1.20247  0.137
H9 0.37274 -1.12289 -2.49793  0.027
H10 -0.86403 -1.56294 0.04247  0.022

## Properties
Spin multiplicity ... 1
Total charge ... 0
HOMO energy ... -0.4063 Eh
SMILES string ... O=CO.O.O.O.O
HOMO-LUMO gap ... 11.27 eV



Relative energies with respect to the most stable structure, expressed in eV: *one* 0.397; *two* 0.000.



*one*
Below is an isolated ion of composition C4H5N2O3 and charge -1, with properties calculated with ωB97M-V/def2-TZVPD.

Each line ends with the Löwdin charge.
Geometry (Å):
O1 -0.32037 -0.87160 -1.54867  -0.103
O2 -1.30737 1.71817 -0.99513  -0.061
O3 2.44886 -1.02398 -0.68162  -0.182
N1 1.69275 -0.03319 -0.53890  -0.273
N2 0.36092 0.20110 -1.12710  -0.028
C1 -1.28870 -1.40828 -0.62828  -0.060
C2 1.95794 1.19557 0.02203  -0.101
C3 0.89678 2.09244 -0.08313  -0.061
C4 -0.15491 1.35819 -0.74210  -0.594
H1 0.79714 3.15100 0.32712  0.095
H2 -0.72378 -1.94219 0.10030  0.059
H3 -2.04383 -2.06522 -1.19952  0.108
H4 2.99225 1.23958 0.36531  0.105
H5 -1.75939 -0.51448 -0.10286  0.095

## Properties
Spin multiplicity ... 1
Total charge ... -1
HOMO energy ... -0.0767 Eh
SMILES string ... COn1c(=O)ccn1[O-]
HOMO-LUMO gap ... 6.12 eV



*two*
Below is an isolated ion of composition C4H5N2O3 and charge -1, with properties calculated with ωB97M-V/def2-TZVPD.

Each line ends with the Löwdin charge.
Geometry (Å):
O1 -0.26497 -0.44488 1.01188  -0.089
O2 -1.17925 2.56398 -1.86333  -0.169
O3 -0.18347 1.26698 2.30068  -0.019
N1 0.42582 0.64062 1.45339  -0.295
N2 0.39378 -1.40939 0.30363  -0.004
C1 -0.59773 -2.42156 0.04178  -0.143
C2 -0.21606 1.81034 -1.56038  -0.417
C3 0.68551 1.90699 -0.52693  -0.054
C4 1.24023 1.43491 0.49105  -0.173
H1 -0.07901 1.20708 -2.44173  0.080
H2 -1.42942 -2.37734 0.69827  0.057
H3 2.28214 1.53860 0.90594  0.093
H4 -0.11439 -3.48487 0.07193  0.106
H5 -0.96318 -2.23146 -0.88619  0.027

## Properties
Spin multiplicity ... 1
Total charge ... -1
HOMO energy (spin up / spin down) ... -0.1104 / -0.1173 Eh
HOMO-LUMO gap (spin up / spin down) ... 6.69 / 6.89 eV



*three*
Below is an isolated ion of composition C4H5N2O3 and charge -1, with properties calculated with ωB97M-V/def2-TZVPD.

Each line ends with the Löwdin charge.
Geometry (Å):
O1 -0.04429 -2.84455 1.09334  0.023
O2 -2.49537 0.86865 1.13471  0.031
O3 -1.20909 0.06263 -0.76829  -0.147
N1 0.16488 0.06343 -0.97723  -0.243
N2 -1.03293 -0.86117 1.48487  0.133
C1 -1.69307 0.04374 0.79452  -0.495
C2 0.84873 -0.82917 -0.01596  -0.091
C3 0.60388 1.45644 -0.94925  -0.102
C4 -0.14934 -1.65974 0.87174  -0.524
H1 1.00657 1.75430 0.11067  0.100
H2 1.42318 -1.46067 -0.52500  0.051
H3 1.50054 -0.25883 0.69004  0.116
H4 1.39104 1.68163 -1.71129  0.070
H5 -0.31472 1.98332 -1.23287  0.079

## Properties
Spin multiplicity ... 1
Total charge ... -1
HOMO energy ... -0.1538 Eh
SMILES string ... CN1CC(=O)N=C([O-])O1
HOMO-LUMO gap ... 8.17 eV



Relative energies with respect to the most stable structure, expressed in eV: *one* 3.334; *two* 7.343; *three* 0.000.



*one*
Below is an isolated ion of composition C7H13O and charge -1, with properties calculated with ωB97M-V/def2-TZVPD.

Each line ends with the Löwdin charge.
Geometry (Å):
O1 -3.79494 1.64866 0.74677  -0.408
C1 1.82149 -1.73119 0.83458  -0.190
C2 0.27402 -0.50253 -0.36998  -0.223
C3 -1.86454 0.75466 -0.53115  -0.167
C4 -2.67113 2.04584 0.06762  -0.513
C5 1.63596 -0.32737 0.32759  -0.207
C6 -0.28366 0.93256 -0.63445  -0.186
C7 2.84882 -2.52146 0.57442  -0.004
H1 2.44174 0.05163 -0.27079  0.102
H2 0.90894 -1.89452 1.42960  0.115
H3 2.87653 -3.48606 0.93186  0.012
H4 3.66565 -2.36679 -0.02613  0.022
H5 -2.17932 0.10852 0.20701  0.054
H6 1.53780 0.45496 1.09515  0.110
H7 -2.25904 0.66719 -1.44535  0.040
H8 0.20528 -0.92724 -1.38827  0.122
H9 -0.41896 -1.11043 0.07242  0.057
H10 -2.87241 2.73751 -0.79209  0.070
H11 -1.93219 2.48129 0.66998  0.034
H12 -0.15096 1.37057 -1.57785  0.073
H13 0.21092 1.61420 0.07906  0.088

## Properties
Spin multiplicity ... 1
Total charge ... -1
HOMO energy ... -0.0756 Eh
SMILES string ... C=CCCCCC[O-]
HOMO-LUMO gap ... 5.34 eV



*two*
Below is an isolated ion of composition C7H13O and charge -1, with properties calculated with ωB97M-V/def2-TZVPD.

Each line ends with the Löwdin charge.
Geometry (Å):
O1 -1.37032 -1.17511 -1.20228  -0.155
C1 3.51908 -0.28444 -0.38253  -0.220
C2 -1.95513 1.12933 -0.21098  -0.244
C3 -0.06322 0.08801 1.00871  -0.296
C4 -0.98253 1.23918 0.98981  -0.296
C5 1.17647 0.09936 0.38562  -0.275
C6 2.21767 -0.82009 0.24662  -0.279
C7 -2.38729 -0.26646 -0.53114  -0.276
H1 -0.54046 -0.96839 1.36334  0.131
H2 4.17424 -1.12368 -0.70924  0.038
H3 1.64148 1.10572 0.16719  0.105
H4 -2.68747 -0.82777 0.40477  0.109
H5 4.05451 0.38487 0.35580  0.054
H6 -0.36822 2.19088 0.92776  0.104
H7 -1.38684 1.43647 -1.10180  0.105
H8 -1.58532 1.27430 1.93658  0.089
H9 -2.81462 1.88681 -0.14922  0.109
H10 3.21270 0.13416 -1.38022  0.053
H11 -3.29685 -0.37097 -1.13882  0.093
H12 2.09887 -1.89191 0.42257  0.045
H13 -0.68975 -0.93891 -0.51711  0.007

## Properties
Spin multiplicity ... 1
Total charge ... -1
HOMO energy ... -0.0405 Eh
HOMO-LUMO gap ... 5.23 eV



*three*
Below is an isolated ion of composition C7H13O and charge -1, with properties calculated with ωB97M-V/def2-TZVPD.

Each line ends with the Löwdin charge.
Geometry (Å):
O1 -1.89638 1.69326 -0.58496  -0.103
C1 1.70456 -1.04804 3.17318  -0.267
C2 0.75519 -0.68226 2.13820  -0.332
C3 0.24361 -0.55684 -0.10955  -0.254
C4 1.18312 -0.91181 0.86028  -0.215
C5 -1.75903 1.03334 -1.82341  -0.282
C6 -0.24714 0.81739 -2.04491  -0.248
C7 0.12943 -0.55384 -1.58730  -0.332
H1 0.13118 1.05359 -3.17084  0.122
H2 2.22136 -1.38075 0.76330  0.116
H3 -2.33681 1.50794 -2.57892  0.083
H4 -1.22921 1.29127 -0.02405  0.036
H5 0.46926 1.43960 -1.44194  0.116
H6 2.72907 -0.57640 3.11944  0.041
H7 -0.67885 -0.24623 0.42467  0.073
H8 -0.55257 -1.37227 -1.79085  0.069
H9 1.59599 -0.83140 4.20994  0.017
H10 1.15910 -0.81508 -2.19164  0.139
H11 -0.09579 -0.10803 2.35001  0.044
H12 -2.32146 0.08544 -1.74869  0.108
H13 2.02143 -2.18149 3.12034  0.068

## Properties
Spin multiplicity ... 1
Total charge ... -1
HOMO energy ... -0.0204 Eh
HOMO-LUMO gap ... 4.53 eV



Relative energies with respect to the most stable structure, expressed in eV: *one* 0.731; *two* 0.000; *three* 1.248.



*one*
Below is a 2-piece molecular cluster, C3H11N2 overall, with properties calculated with ωB97M-V/def2-TZVPD.

Each line ends with the Löwdin charge.
Geometry (Å):
N1 0.42764 1.62568 -1.67803  0.011
N2 0.82410 -1.51800 1.97536  -0.011
C1 0.30183 -0.41631 1.15290  -0.331
C2 -0.58213 -0.94050 0.06671  -0.231
C3 -1.72238 -0.39311 -0.32800  -0.048
H1 -0.25260 0.26781 1.78875  0.109
H2 1.15750 1.43136 -2.40516  0.029
H3 1.12869 0.15354 0.69905  0.056
H4 0.94852 1.97951 -0.83194  0.021
H5 1.63920 -1.92582 1.53095  0.064
H6 -0.28098 2.33254 -1.99008  0.033
H7 -2.39241 -0.91176 -1.00254  0.059
H8 -0.27529 -1.86657 -0.41101  0.103
H9 -2.02335 0.58902 0.02509  0.052
H10 -0.04740 0.72503 -1.44599  0.024
H11 1.14907 -1.13243 2.85395  0.061

## Properties
<S²> ... 0.751
Spin multiplicity ... 2
Total charge ... 0
HOMO energy (spin up / spin down) ... -0.1433 / -0.3574 Eh
HOMO-LUMO gap (spin up / spin down) ... 4.99 / 10.49 eV



*two*
Below is an isolated molecule of C3H11N2, with properties calculated with ωB97M-V/def2-TZVPD.

Each line ends with the Löwdin charge.
Geometry (Å):
N1 1.26319 -0.96435 0.80100  0.029
N2 -2.15424 0.09792 -0.48155  0.003
C1 0.43096 -0.18229 -0.22242  -0.391
C2 1.25275 1.01633 -0.64423  -0.121
C3 -0.99987 0.12992 0.48524  -0.232
H1 -2.10020 -0.80638 -0.96230  0.071
H2 2.28217 -0.65265 0.83268  0.061
H3 0.78530 1.37900 -1.60642  0.090
H4 2.26403 0.82233 -1.02854  0.069
H5 -0.96008 0.96607 1.19373  0.105
H6 -1.19300 -0.63277 1.22292  0.065
H7 1.19388 -2.07326 0.76188  0.036
H8 0.10852 -0.78806 -1.06822  0.102
H9 1.21333 1.90494 -0.00268  0.077
H10 -2.39812 0.91127 -0.97754  0.039
H11 0.93851 -0.74921 1.68674  -0.001

## Properties
<S²> ... 0.751
Spin multiplicity ... 2
Total charge ... 0
HOMO energy (spin up / spin down) ... -0.1335 / -0.3553 Eh
HOMO-LUMO gap (spin up / spin down) ... 4.64 / 10.42 eV



*three*
Below is a 2-piece molecular cluster, C3H11N2 overall, with properties calculated with ωB97M-V/def2-TZVPD.

Each line ends with the Löwdin charge.
Geometry (Å):
N1 1.91074 -0.68304 -0.45322  -0.114
N2 -0.96567 0.38377 -0.32509  -0.252
C1 -2.36442 -0.14845 -0.25970  -0.176
C2 -0.03755 0.04947 0.88048  -0.251
C3 1.37288 0.52158 0.32800  -0.250
H1 -0.84818 1.50876 -0.31265  0.143
H2 1.28434 1.35388 -0.36996  0.085
H3 -0.05869 -1.03698 1.18102  0.106
H4 2.74774 -1.11324 -0.11870  0.038
H5 0.33876 -1.15125 -1.37645  0.102
H6 2.16898 0.71368 1.11683  0.111
H7 -0.42247 0.77058 1.74514  0.122
H8 -2.19930 -1.28654 -0.41089  0.073
H9 2.25583 -0.45640 -1.45082  0.084
H10 -2.75781 -0.00077 0.89075  0.105
H11 -2.95011 0.25752 -1.13876  0.075

## Properties
<S²> ... 0.753
Spin multiplicity ... 2
Total charge ... 0
HOMO energy (spin up / spin down) ... -0.2401 / -0.3175 Eh
HOMO-LUMO gap (spin up / spin down) ... 7.67 / 9.52 eV



Relative energies with respect to the most stable structure, expressed in eV: *one* 0.000; *two* 0.230; *three* 1.397.